# 1
DFT (wB97M-V/def2-TZVPD) results for one molecule with the formula C3H5NO2.

Atoms and positions in Å:
1 C 1.764 0.639 0.377
2 O 0.501 1.312 0.320
3 C -0.543 0.546 0.049
4 N -0.472 -0.715 -0.098
5 C -1.660 -1.375 -0.440
6 O -1.978 -2.449 -0.001
7 H 1.981 0.171 -0.586
8 H 1.747 -0.134 1.150
9 H 2.498 1.411 0.608
10 H -1.456 1.149 -0.008
11 H -2.282 -0.847 -1.194

Energy relative to the best compared isomer or geometry (same formula, charge and spin): 32.9 kcal/mol
Kohn-Sham gap: 10.89 eV
HOMO level: -10.2 eV
Total charge: 0
Energy: -8776.2683 eV
LUMO energy: 0.737 eV
SMILES: CO/C=N/C=O



# 2
DFT (wB97M-V/def2-TZVPD) results for a 2-piece molecular cluster, C3H9ClO overall in a non-equilibrium geometry.

Atoms and positions in Å:
1 C 0.533 -0.381 -0.060
2 C -0.743 0.576 0.067
3 C -1.430 0.674 -1.285
4 Cl -2.411 -0.838 -1.492
5 H 0.097 -1.391 0.009
6 H 1.275 -0.262 0.748
7 H 1.051 -0.286 -1.029
8 H -0.497 1.644 0.226
9 H -1.551 0.309 0.775
10 H -2.148 1.510 -1.385
11 H -0.661 0.794 -2.072
12 O 2.498 -0.883 2.028
13 H 2.296 -0.033 1.575
14 H 1.692 -1.432 1.896

Energy relative to the best compared isomer or geometry (same formula, charge and spin): 18.6 kcal/mol
Kohn-Sham gap: 11.61 eV
HOMO level: -10.8 eV
Total charge: 0
Energy: -17826.0379 eV
LUMO energy: 0.848 eV
SMILES: CCCCl.O



# 3
DFT (wB97M-V/def2-TZVPD) results for C4H5N3O as an isolated structure in a non-equilibrium geometry.

Atoms and positions in Å:
1 C -1.142 0.886 0.203
2 C 0.581 -0.777 0.098
3 C 1.619 0.905 -0.127
4 C 0.410 0.523 -0.018
5 H -1.571 1.087 1.326
6 H -1.474 1.806 -0.353
7 H -1.905 -0.511 -1.071
8 H -0.522 -2.385 -0.361
9 H 2.189 1.939 0.190
10 N -1.753 -0.498 -0.113
11 N -0.636 -1.404 0.085
12 N 1.715 -1.361 0.265
13 O 2.489 -0.210 -0.124

Energy relative to the best compared isomer or geometry (same formula, charge and spin): 151.5 kcal/mol
Kohn-Sham gap: 9.23 eV
HOMO level: -8.4 eV
Total charge: 0
Energy: -10741.0432 eV
LUMO energy: 0.805 eV



# 4
DFT (wB97M-V/def2-TZVPD) results for a 2-piece molecular cluster, C44H50F4N2O2 overall in a non-equilibrium geometry.

Atoms and positions in Å:
1 C -4.578 -0.523 -3.758
2 C -4.397 -1.287 -2.461
3 C -3.728 -0.359 -1.446
4 C -5.804 -1.630 -1.958
5 C -3.581 -2.605 -2.578
6 C -3.463 -3.327 -1.385
7 C -2.976 -4.621 -1.388
8 C -2.640 -5.224 -2.592
9 C -2.711 -4.560 -3.820
10 C -2.567 -5.523 -5.058
11 C -2.104 -4.951 -6.384
12 C -3.944 -6.159 -5.275
13 C -1.548 -6.632 -4.749
14 C -3.076 -3.170 -3.767
15 N -2.835 -2.308 -4.886
16 C -3.299 -2.510 -6.177
17 C -2.434 -1.921 -7.029
18 N -1.489 -1.220 -6.274
19 C -0.319 -0.612 -6.839
20 C 0.973 -1.126 -6.543
21 C 1.362 -2.465 -5.807
22 C 2.711 -2.294 -5.094
23 C 1.465 -3.548 -6.884
24 C 0.442 -2.988 -4.727
25 C 2.066 -0.497 -7.148
26 C 1.913 0.558 -8.031
27 C 0.642 0.984 -8.370
28 C -0.500 0.423 -7.792
29 C -1.830 1.053 -8.334
30 C -1.754 2.584 -8.259
31 C -3.128 0.687 -7.633
32 C -1.951 0.668 -9.814
33 C -1.863 -1.293 -4.944
34 C -1.226 -0.723 -3.856
35 C -0.357 0.433 -3.938
36 C -0.639 1.459 -4.867
37 C 0.234 2.524 -5.053
38 C 1.386 2.617 -4.264
39 C 1.646 1.655 -3.285
40 C 0.780 0.577 -3.108
41 H -4.968 -1.155 -4.562
42 H -5.283 0.307 -3.603
43 H -3.631 -0.072 -4.068
44 H -3.539 -0.856 -0.488
45 H -2.768 -0.001 -1.832
46 H -4.374 0.509 -1.255
47 H -5.781 -2.144 -0.993
48 H -6.401 -0.714 -1.849
49 H -6.306 -2.280 -2.686
50 H -3.796 -2.882 -0.447
51 H -2.894 -5.186 -0.462
52 H -2.331 -6.266 -2.557
53 H -1.322 -4.202 -6.241
54 H -1.627 -5.739 -6.990
55 H -2.933 -4.594 -7.007
56 H -4.298 -6.642 -4.357
57 H -4.678 -5.391 -5.556
58 H -3.906 -6.910 -6.076
59 H -1.955 -7.384 -4.065
60 H -1.274 -7.169 -5.669
61 H -0.624 -6.210 -4.333
62 H -4.204 -3.076 -6.356
63 H -2.356 -1.971 -8.109
64 H 2.728 -1.347 -4.537
65 H 2.856 -3.105 -4.367
66 H 3.554 -2.330 -5.792
67 H 0.503 -3.674 -7.401
68 H 2.217 -3.273 -7.633
69 H 1.748 -4.514 -6.440
70 H -0.581 -3.100 -5.073
71 H 0.748 -4.003 -4.412
72 H 0.459 -2.351 -3.835
73 H 3.075 -0.858 -6.963
74 H 2.787 1.021 -8.484
75 H 0.537 1.779 -9.106
76 H -0.924 2.999 -8.836
77 H -2.680 3.011 -8.667
78 H -1.654 2.921 -7.220
79 H -3.583 -0.214 -8.058
80 H -3.006 0.606 -6.549
81 H -3.865 1.491 -7.786
82 H -1.992 -0.423 -9.928
83 H -2.868 1.091 -10.248
84 H -1.095 1.035 -10.392
85 H -1.330 -1.271 -2.923
86 H -1.582 1.394 -5.411
87 H 0.015 3.282 -5.806
88 H 2.069 3.450 -4.417
89 H 2.528 1.744 -2.650
90 H 0.951 -0.179 -2.339
91 O 0.022 1.734 4.908
92 C -0.292 0.619 4.475
93 C 0.395 -0.609 4.854
94 F 1.411 -0.454 5.722
95 C 0.053 -1.829 4.374
96 F 0.704 -2.939 4.762
97 C -1.034 -2.043 3.424
98 O -1.359 -3.159 2.999
99 C -1.720 -0.816 3.050
100 F -2.742 -0.972 2.182
101 C -1.383 0.404 3.531
102 F -2.043 1.513 3.156

Energy relative to the best compared isomer or geometry (same formula, charge and spin): 7.2 kcal/mol
Kohn-Sham gap: 3.37 eV
HOMO level: -6.2 eV
Total charge: 0
Energy: -64380.3768 eV
LUMO energy: -2.834 eV
SMILES: CC(C)(C)c1cccc(C(C)(C)C)c1N1C=CN(c2c(C(C)(C)C)cccc2C(C)(C)C)C1=Cc1ccccc1.O=C1C(F)=C(F)C(=O)C(F)=C1F



# 5
DFT (wB97M-V/def2-TZVPD) results for C9H16Cl3MnNO6P2Si as an isolated structure in a non-equilibrium geometry.

Atoms and positions in Å:
1 Mn -0.606 -0.226 0.586
2 C 0.912 -3.076 2.552
3 C 0.151 -1.794 2.666
4 C -1.244 -1.805 2.863
5 C -1.943 -0.624 3.106
6 C -1.254 0.585 3.231
7 C 0.133 0.612 3.080
8 C 0.827 -0.558 2.756
9 H 1.160 -3.422 3.558
10 H 1.845 -2.945 2.011
11 H 0.321 -3.856 2.078
12 H -1.766 -2.753 2.887
13 H -3.007 -0.661 3.289
14 H -1.782 1.480 3.519
15 H 0.676 1.527 3.268
16 H 1.910 -0.550 2.738
17 N -0.012 1.332 -3.450
18 C 0.732 1.653 -2.196
19 C 1.518 2.929 -2.406
20 P 1.965 0.255 -1.751
21 O 1.993 0.573 -0.174
22 O 0.069 -1.413 -2.520
23 O 0.816 -0.930 -1.399
24 P -0.653 1.782 -0.939
25 O -1.305 3.100 -1.523
26 O -0.263 1.841 0.508
27 O -1.515 0.561 -1.173
28 H 0.593 1.319 -4.282
29 H -0.737 2.055 -3.575
30 H -0.492 0.419 -3.339
31 H 2.337 2.762 -3.107
32 H 1.942 3.280 -1.467
33 H 0.884 3.728 -2.788
34 H 2.864 0.639 0.231
35 H -1.831 3.625 -0.920
36 Cl -2.507 -2.188 -3.402
37 Si -1.050 -2.651 -2.174
38 Cl -0.227 -4.432 -2.173
39 Cl -1.453 -2.173 -0.173

Energy relative to the best compared isomer or geometry (same formula, charge and spin): 157.6 kcal/mol
Kohn-Sham gap (alpha / beta): 8.84 / 9.35 eV
HOMO level (alpha / beta): -15.3 / -15.6 eV
Total charge: +2
Energy: -118699.9130 eV
LUMO energy (alpha / beta): -6.505 / -6.213 eV
Multiplicity: 2



# 6
DFT (wB97M-V/def2-TZVPD) results for an isolated ion of composition C6H12BrFN and charge +1 in a non-equilibrium geometry.

Atoms and positions in Å:
1 C 0.422 1.769 0.563
2 C 1.053 0.666 -0.296
3 C -1.030 1.933 0.349
4 C 0.627 -0.747 0.092
5 C -1.775 -0.366 0.635
6 C 1.484 -1.806 -0.588
7 N -0.812 -0.979 -0.290
8 F -1.437 2.062 -0.904
9 Br -3.577 -0.506 0.033
10 H 0.615 1.602 1.622
11 H 0.905 2.716 0.284
12 H 0.829 0.840 -1.350
13 H 2.136 0.729 -0.187
14 H -1.683 2.418 1.061
15 H 0.692 -0.876 1.178
16 H -1.633 -0.666 1.663
17 H 2.529 -1.651 -0.330
18 H 1.404 -1.763 -1.672
19 H 1.206 -2.802 -0.251
20 H -0.987 -0.576 -1.225
21 H -0.967 -1.996 -0.386

Energy relative to the best compared isomer or geometry (same formula, charge and spin): 0.0 kcal/mol
Kohn-Sham gap (alpha / beta): 8.74 / 8.74 eV
HOMO level (alpha / beta): -12.7 / -12.7 eV
Total charge: +1
Energy: -80657.8503 eV
LUMO energy (alpha / beta): -3.946 / -3.947 eV